Record 1
{
  "formula": "C4H11NO2",
  "method": "wB97M-V/def2-TZVPD",
  "total_energy_ev": -9910.3241,
  "e_lumo_ev": 0.811,
  "symbols": ["C", "H", "H", "H", "H", "H", "O", "H", "H", "C", "H", "C", "O", "H", "C", "H", "H", "N"],
  "coordinates": [[-0.32, 2.11, 1.07], [0.21, 1.96, 2.01], [-0.02, 3.10, 0.72], [1.12, -0.60, 0.65], [-2.05, 0.78, -0.09], [1.59, -3.18, -0.73], [-1.09, -1.74, -1.62], [-1.28, -0.64, 0.63], [1.84, 0.97, 0.96], [-0.93, -0.55, -1.46], [-0.44, 0.08, -2.22], [1.24, 0.41, 0.25], [0.88, -3.32, -0.09], [0.11, -3.10, -0.61], [-1.16, 0.15, -0.12], [1.73, 0.31, -0.72], [-1.38, 2.15, 1.32], [-0.05, 1.11, 0.05]],
  "mulliken_charge": [-0.97, 0.32, 0.28, 0.38, 0.49, 0.31, -0.53, 0.29, 0.41, -0.06, 0.41, -1.02, -0.63, 0.32, -0.56, 0.26, 0.39, -0.10]
}


Record 2
{
  "formula": "C4H11NO2",
  "method": "wB97M-V/def2-TZVPD",
  "total_energy_ev": -9910.9056,
  "e_lumo_ev": 0.567,
  "symbols": ["C", "H", "H", "H", "H", "H", "N", "H", "C", "H", "C", "H", "O", "H", "H", "O", "H", "C"],
  "coordinates": [[0.21, 0.30, -0.93], [-1.31, 1.81, -1.00], [0.28, 1.95, -3.47], [-0.30, -0.55, -1.42], [-1.38, -2.45, 1.66], [-0.99, -0.01, 0.87], [-0.52, 1.63, -2.95], [0.14, 1.28, 0.97], [-0.37, 1.61, -1.53], [-0.93, 0.80, -3.34], [0.03, 0.25, 0.58], [0.75, -0.93, 2.33], [-1.71, -2.15, 2.52], [-2.64, -2.38, 2.53], [1.25, 0.20, -1.21], [2.14, -0.80, 0.92], [0.33, 2.40, -1.23], [1.04, -0.56, 1.33]],
  "mulliken_charge": [-0.39, 0.31, 0.23, 0.30, 0.32, 0.40, -0.52, 0.27, -0.65, 0.21, -0.55, 0.40, -0.63, 0.31, 0.26, -0.49, 0.33, -0.13]
}


Record 3
{
  "formula": "C4H11NO2",
  "method": "wB97M-V/def2-TZVPD",
  "total_energy_ev": -9908.5537,
  "e_lumo_ev": 0.664,
  "symbols": ["C", "C", "H", "H", "H", "H", "H", "H", "H", "H", "H", "O", "N", "C", "C", "O", "H", "H"],
  "coordinates": [[0.05, 0.80, 0.79], [-0.74, 1.17, -0.51], [0.34, 1.81, 1.08], [0.98, -1.65, -1.46], [-0.61, 0.46, 1.58], [-2.94, -0.01, 0.25], [2.41, 1.17, 0.07], [2.48, -0.31, 0.97], [2.63, -0.40, -0.93], [-2.11, -0.72, 1.16], [-0.70, -1.14, -1.14], [-1.88, 0.84, -0.84], [0.79, 0.00, -0.29], [2.25, 0.10, -0.05], [0.29, -1.34, -0.69], [-3.05, -0.69, 0.97], [0.00, -2.00, 0.14], [-0.19, 1.89, -1.09]],
  "mulliken_charge": [-1.03, 0.21, 0.33, 0.34, 0.32, 0.50, 0.30, 0.27, 0.37, 0.23, 0.37, -0.66, 0.21, -0.90, -0.87, -0.68, 0.27, 0.42]
}


Energy relative to the best compared isomer or geometry (same formula, charge and spin) readings, ordered: 1.918, 1.336, 3.688 eV
Kohn-Sham gap readings, ordered: 9.80, 9.63, 10.07 eV